(1)
Computed, not measured: 7 unconnected molecules or ions with the total composition C31H45F19NO13S in a non-equilibrium geometry, with ωB97M-V/def2-TZVPD.

## Properties
ΔE to the lowest compared entry with this formula, charge and spin ... 5.7 kcal/mol
Net charge ... +1
HOMO level ... -12.38 eV

XYZ file:
```
110
C31H45F19NO13S (ωB97M-V/def2-TZVPD)
S -2.98720 0.30350 -1.52787
F 4.98396 -1.18493 -4.45817
F 2.05279 -4.20460 2.04009
F -0.71353 -5.82341 -2.55921
F 1.55378 5.43679 -1.95141
F -5.25341 4.30502 2.00523
F 3.65565 -5.28261 3.02768
F -6.49219 4.69476 3.74528
F -6.23008 6.22994 2.24577
F 3.48234 -3.12979 3.25779
F -0.64477 -3.98399 -3.69955
F -2.20757 -5.43856 -4.08343
F 2.70589 -8.34471 9.45856
F -0.58128 5.33406 -1.59237
F -5.53766 5.06013 -1.36374
F 3.79406 -6.75345 10.45050
F 1.63834 -6.88246 10.66354
F 0.39696 3.81893 -2.79264
F 4.73935 -0.48538 -2.41992
F 4.21313 0.80509 -4.09093
O 3.09721 -5.14028 8.40046
O 5.45446 -3.60676 1.53926
O 0.74388 6.98249 -4.02625
O 3.86257 -4.13644 0.03443
O 0.58487 -5.36354 -5.66825
O 2.34445 -1.78960 -4.43558
O -4.65512 6.84001 4.31416
O -2.89750 1.15235 1.87073
O 1.52142 -6.63645 7.80727
O -0.87917 5.47281 -4.44767
O -3.31595 5.16409 3.62759
O -0.08698 -7.28230 -4.69501
O 2.10450 -0.48699 -2.61180
N -1.53346 2.09679 -0.24114
C 0.39456 5.14183 -2.51754
C 0.66685 -8.06043 -5.64816
C -2.15522 2.29998 2.21807
C -0.35856 5.86167 -6.80544
C 0.63366 -2.25486 -1.80161
C 0.73741 -0.90512 -2.47648
C 2.20667 -6.12930 5.51903
C -3.43296 4.31459 -0.60457
C 3.34241 -4.14430 2.38945
C -1.13729 2.62132 1.11984
C 6.42302 -3.42731 0.48460
C -4.19671 5.37763 -1.36365
C 1.21227 -5.86834 6.62980
C -2.64460 8.22827 4.24680
C 6.25158 -2.08070 -0.18147
C -2.99285 1.81958 -0.47055
C 2.77433 -1.01985 -3.63431
C 4.23814 -3.95753 1.15597
C -3.59095 7.41839 5.10572
C -0.02469 -5.96814 -4.83803
C -3.77084 1.51404 0.82725
C -4.36794 5.74321 3.65217
C 2.13269 -8.11681 -5.27667
C -5.61228 5.24548 2.90321
C -1.27338 6.18603 -5.64524
C 0.13119 5.99459 -3.76733
C 2.66401 -7.05158 9.81160
C 4.20678 -0.46701 -3.65359
C 2.47883 -6.14623 8.58402
C -3.60028 2.96062 -1.27638
C -0.90731 -5.29448 -3.77704
H 2.26171 -7.19676 5.30257
H -3.19266 8.98668 3.68752
H 0.24202 -0.90150 -3.44735
H 1.90920 -5.60260 4.61812
H -3.07128 6.63606 5.65614
H 6.35001 -4.24314 -0.23277
H 2.58765 -7.12785 -5.31758
H -3.85094 5.40122 -2.39328
H -0.40873 -2.51703 -1.63270
H -4.36469 2.38425 1.08814
H -2.80156 3.14247 2.42921
H -0.71728 6.34423 -7.71275
H 6.29849 -1.27949 0.55712
H -0.98727 1.25457 -0.42937
H -4.65231 2.74113 -1.40964
H -4.27567 -0.06911 -1.52016
H -0.96827 3.68635 1.09130
H -1.89944 8.72000 4.86948
H 5.28569 -2.01377 -0.67504
H -4.41489 0.66842 0.66015
H 7.03059 -1.91991 -0.92520
H -1.59640 2.07793 3.11345
H 1.09069 -3.02787 -2.40912
H 2.66980 -8.77193 -5.96079
H 0.23062 -9.05602 -5.62041
H -2.28763 5.85698 -5.85875
H -4.05157 6.34370 -0.89759
H 0.65817 6.20182 -6.61344
H 3.20618 -5.80014 5.79938
H 2.25326 -8.49257 -4.26027
H 1.15828 -4.80961 6.88051
H -0.31929 4.78470 -6.97061
H -2.38696 4.59498 -0.66376
H -4.08504 8.05883 5.83133
H -3.11599 2.95857 -2.24598
H 0.21666 -6.18540 6.32690
H 7.39697 -3.49766 0.96267
H -2.12767 7.59670 3.52462
H -1.30822 7.25545 -5.44408
H -3.78332 4.35711 0.41828
H 0.51959 -7.66304 -6.65114
H 1.15658 -2.24459 -0.84350
H 0.25700 -0.14210 -1.86024
H -1.24472 2.79794 -0.92668
H -0.20965 2.13623 1.37245
```

***

(2)
Computed, not measured: 2 unconnected molecules or ions with the total composition C31H45FN3O3S in a non-equilibrium geometry, with ωB97M-V/def2-TZVPD.

## Properties
Net charge ... +1
HOMO level ... -10.47 eV

XYZ file:
```
84
C31H45FN3O3S (ωB97M-V/def2-TZVPD)
S 4.36883 0.94076 -1.84177
F -0.93781 0.07232 -1.96076
O -4.24615 1.97194 2.30973
O 1.17580 -0.25624 2.33494
O -6.09654 1.00183 1.09567
N 1.05260 -1.80008 -0.56763
N -0.92316 -1.97212 2.88687
N 2.99315 -3.01291 -0.00845
C 1.81083 -2.27906 0.65963
C 3.56745 -4.46785 2.17928
C 0.66437 2.38932 0.57566
C 0.01255 -1.11646 2.59368
C -4.77377 0.98387 1.35111
C 2.38335 0.24044 0.25048
C -3.83078 3.20341 1.57878
C 2.75451 -0.58545 5.12363
C 2.16983 -0.89506 1.46032
C 3.48448 -0.97850 2.49121
C -3.87061 -0.16246 0.57623
C -7.10217 2.58318 -4.15381
C 0.19450 2.87762 2.10492
C 2.17715 1.78934 0.73201
C -4.02695 -1.60353 1.01286
C -6.10189 1.88789 -4.83271
C 1.03144 1.55040 -2.69798
C 0.55567 0.09010 -2.13217
C 3.10237 -1.52736 3.98831
C 5.19366 -0.41812 -2.84962
C 1.36287 -0.45729 -0.81914
C -2.38400 3.78121 2.14790
C -6.49092 1.46228 -2.10318
C 3.13798 -4.27755 0.57590
C -5.48820 0.76976 -2.78122
C -5.29646 0.97841 -4.14669
C 2.88141 -5.63566 -0.36246
C 3.98037 0.21834 -0.15774
C -7.29997 2.36761 -2.79023
C 4.09651 -1.21701 -3.82578
C -1.40545 2.47887 2.38555
H 3.91840 0.12352 2.64112
H 0.34485 4.02641 2.26861
H 3.86941 -5.56863 2.43731
H 3.60191 -2.12816 -3.25050
H 4.75585 -1.69715 -4.69106
H 3.29674 -0.48276 -4.28662
H 4.48306 -0.83695 -0.10938
H -5.94941 2.05425 -5.89581
H 5.99813 0.02923 -3.58153
H 2.88921 2.50055 0.08967
H -4.85613 0.06619 -2.24514
H 0.79540 2.32376 2.95794
H 3.54396 0.02819 5.73453
H 0.67685 3.39365 -0.06257
H -3.70518 2.86877 0.45023
H 0.41441 -2.44557 -1.08338
H -7.72868 3.29312 -4.68825
H -3.13339 0.06839 -0.32912
H 2.61085 1.86529 1.84158
H 0.76971 -0.69310 -3.00736
H 1.55095 1.42619 -3.75648
H 3.12103 -2.67476 4.28657
H -4.65713 4.01679 1.73979
H -1.72573 1.53097 1.76019
H 5.61901 -1.21250 -2.09567
H -6.64228 1.29687 -1.03971
H 1.59802 -0.42251 5.37214
H 3.20504 -5.46565 -1.48962
H 1.29304 -3.17161 1.21359
H -2.50938 4.41573 3.14465
H 4.36615 -3.69040 2.53548
H -4.53444 -1.91006 2.03661
H 3.49994 -6.55825 0.02045
H -8.08294 2.90537 -2.26282
H 4.37115 -1.57953 1.97257
H 2.57972 -4.22955 2.80441
H 1.75097 2.15218 -1.99935
H 0.08653 2.23580 -2.88017
H -0.15268 1.62637 0.23311
H 1.73631 -5.95324 -0.38338
H -3.64104 -2.48054 0.31452
H 4.53829 0.88726 0.65696
H -1.49547 2.16976 3.53403
H -1.82829 4.48648 1.38455
H -4.51947 0.43368 -4.67610
```

***

(3)
Computed, not measured: a molecular structure, C31H45InN3O7 in a non-equilibrium geometry, with ωB97M-V/def2-TZVPD.

## Properties
Net charge ... -1
HOMO level ... -4.08 eV

XYZ file:
```
87
C31H45InN3O7 (ωB97M-V/def2-TZVPD)
In -0.66991 1.95909 -0.75173
O -2.34158 5.76077 4.65061
O 8.56519 -2.66774 -1.06579
O 7.78048 -0.86297 -2.03560
O -0.50002 4.80926 3.93177
O -0.00700 -0.75601 -3.52867
O -4.51587 -3.10556 2.72385
O -1.66853 -2.12184 -3.96144
N -0.91384 -1.18345 -4.25735
N 7.66433 -2.02780 -1.62850
N -1.24041 5.79248 4.08277
C -0.26816 0.51975 -5.94211
C 5.33059 -2.01578 -2.47092
C -1.51374 0.73475 -8.00454
C 0.43849 7.15494 2.86542
C -1.14864 9.44115 3.18470
C 0.85637 8.37825 2.33789
C -2.14920 -0.95772 -6.39741
C 1.37380 -2.38678 0.93642
C 6.18314 -3.99790 -1.34268
C -4.76813 -2.91003 1.28646
C 6.37055 -2.69377 -1.82109
C 0.06291 9.51569 2.49537
C -0.78353 7.08080 3.54802
C -0.35199 2.90297 1.32999
C -0.88889 -1.12167 0.40942
C -0.02415 -4.23743 3.27194
C -0.47435 1.15053 -7.17063
C 3.90271 -3.94136 -2.14741
C -1.11132 -0.53121 -5.55738
C 0.80727 -3.89876 0.65372
C 0.68226 -1.22418 -0.04706
C -1.57841 8.22273 3.71424
C -2.44044 -3.24048 4.18008
C -3.37777 -2.30840 3.20674
C 4.09536 -2.64657 -2.63218
C -2.34735 -0.31742 -7.62222
C -1.81382 3.20569 2.01052
C -0.82520 -3.00543 4.01658
C 4.94269 -4.61726 -1.50730
C -0.37098 -4.40492 1.67438
C -1.77531 0.00191 -0.39014
H 1.25803 -0.21050 0.12288
H 0.92199 1.48740 -1.52267
H -5.48440 -1.98709 1.07026
H 1.06823 6.27770 2.73414
H 6.98347 -4.53803 -0.84160
H 3.28086 -2.12749 -3.13257
H -2.80750 -1.77604 -6.11394
H -1.73656 2.93388 3.14832
H -3.80470 -2.84501 0.62218
H 0.72172 -1.51823 -1.17952
H 2.53346 -2.40910 0.65392
H -3.15434 -0.63673 -8.27824
H 0.39027 10.46613 2.07738
H -0.55397 -1.94839 3.53469
H -5.36499 -3.86685 0.89503
H 2.93556 -4.42631 -2.26841
H -3.84457 -1.38557 3.80030
H -1.76002 10.33267 3.30582
H -1.67568 1.23464 -8.95800
H -1.44882 -3.95411 1.43086
H -2.71046 -2.92991 5.30022
H -2.17735 4.31694 1.93423
H -0.26738 -5.26236 3.83301
H -2.81695 -1.84680 2.28945
H -1.37787 -2.17441 0.17252
H 0.17291 1.96935 -7.47696
H 4.78529 -5.62675 -1.13353
H 5.46380 -1.00525 -2.85148
H -1.60720 3.13998 -1.75413
H -2.17168 -0.51061 -1.37830
H 0.48554 -3.98168 -0.48092
H -2.52663 8.18049 4.24607
H -0.37598 -2.95085 5.12104
H 1.12701 -4.07076 3.39954
H -0.90066 -0.99623 1.58216
H 1.80006 8.44463 1.80068
H 1.71236 -4.66414 0.78137
H -2.74953 0.18884 0.27393
H -0.49422 -5.57807 1.48956
H 0.54424 0.85766 -5.30212
H 0.16238 2.05279 1.96950
H 0.32167 3.84906 1.16339
H -2.62348 2.48271 1.53356
H -2.77427 -4.36941 4.07480
H 1.35280 -2.06646 2.08280
```

***

Q: Look up the net charge of the first one.
A: +1

***

Q: Number 2 is which compound?
A: C31H45FN3O3S